Entry 1:
Density functional theory data (ωB97M-V with the def2-TZVPD basis set) for a cluster of 3 separate species, C38H78NO13P2 in total.

Output
Electronic energy ... -3210.034039 hartree
Charge ... +1
HOMO energy ... -11.271 eV

Each line ends with the Mulliken charge.
Geometry (Å):
C1 -1.82491 3.21832 -6.36179  -1.502
C2 -2.41581 2.56003 -5.06950  0.148
C3 -3.72420 3.25579 -4.58482  -0.978
C4 -4.63110 2.35702 -3.66573  0.230
C5 -4.95388 0.98008 -4.30840  -1.603
C6 -4.08642 2.28955 -2.21009  0.522
C7 -2.73854 1.61707 -1.94485  -0.604
N1 -2.79841 0.77184 -0.97973  0.376
C8 -1.49344 0.13946 -0.65521  -0.738
C9 -0.52182 1.06275 0.13176  0.539
O1 0.23166 0.57528 0.85953  -0.469
O2 -0.56638 2.45069 -0.00143  -0.410
C10 -1.20293 3.07242 1.07014  0.961
C11 -1.48374 4.57456 0.92504  -0.996
O3 -1.50319 2.53009 2.06405  -0.468
C12 -4.12357 0.53299 -0.31876  1.113
C13 -4.74181 -0.78856 -0.93209  -0.479
C14 -6.14664 -1.06080 -0.29217  -1.162
C15 -4.19279 0.71599 1.21663  -0.770
C16 -3.21722 -0.16060 2.05841  -1.054
C17 -3.33313 -1.69673 1.84871  0.351
C18 -2.38476 -2.36733 2.91282  -0.926
C19 -2.48169 -3.92092 2.94717  -0.958
C20 -2.62948 -4.59580 1.56027  -0.745
C21 -1.33164 -4.56155 0.70762  -0.378
O4 -0.42496 -5.60077 1.05181  -0.269
C22 -0.37991 -6.62801 0.06722  -0.745
C23 -4.95739 1.63917 -1.09400  -0.590
C24 -5.70355 2.72202 -0.26793  -2.081
O5 -4.84147 3.73609 0.23090  -0.014
C25 -5.59928 4.61782 1.06897  -0.349
C26 -4.74084 5.87919 1.38212  -1.081
H1 -2.35504 2.84193 -7.25391  0.390
H2 -0.77078 2.88812 -6.43843  0.390
H3 -1.83816 4.31953 -6.31641  0.338
H4 -2.50354 1.47261 -5.23112  0.259
H5 -1.64705 2.71526 -4.28394  0.056
H6 -3.41212 4.15332 -4.01208  0.389
H7 -4.31711 3.57468 -5.46408  0.497
H8 -5.59645 2.90611 -3.60796  0.477
H9 -5.39677 1.16107 -5.30652  0.432
H10 -4.06124 0.33845 -4.40377  0.258
H11 -5.70897 0.44567 -3.70204  0.476
H12 -3.86249 3.35916 -1.98415  0.526
H13 -1.78061 1.77556 -2.45671  0.246
H14 -1.59049 -0.80238 -0.09497  -0.113
H15 -0.97017 -0.12182 -1.59558  0.869
H16 -2.24885 4.75523 0.15104  0.083
H17 -0.55404 5.10935 0.65746  0.391
H18 -1.85537 4.99018 1.87277  0.287
H19 -4.06906 -1.65802 -0.83899  0.233
H20 -4.93944 -0.66617 -2.01393  0.296
H21 -6.09276 -1.72316 0.58658  0.240
H22 -6.62118 -0.12104 0.05436  0.276
H23 -6.83187 -1.50396 -1.03339  0.428
H24 -5.22521 0.59350 1.57530  0.571
H25 -3.90352 1.77140 1.41063  0.153
H26 -2.15444 0.11217 1.95852  -0.108
H27 -3.47814 0.02409 3.12100  0.813
H28 -4.35372 -2.07828 2.04106  0.381
H29 -2.92985 -2.03305 0.87433  -0.350
H30 -1.35469 -2.11634 2.56500  0.266
H31 -2.48542 -1.88749 3.90306  0.521
H32 -1.54311 -4.31551 3.38981  0.415
H33 -3.31047 -4.19366 3.63028  0.355
H34 -2.84833 -5.66661 1.74567  0.441
H35 -3.47974 -4.19596 0.97560  0.417
H36 -0.79303 -3.59083 0.76420  0.102
H37 -1.60947 -4.69337 -0.36358  0.361
H38 -1.23241 -7.33686 0.16163  0.289
H39 -0.31077 -6.25582 -0.97608  0.335
H40 0.53446 -7.22566 0.23835  0.252
H41 -5.80047 1.21655 -1.67728  0.464
H42 -6.27888 2.25529 0.56202  0.398
H43 -6.45447 3.18082 -0.94728  0.722
H44 -6.50974 4.95745 0.53942  0.382
H45 -5.82428 4.15759 2.05318  0.286
H46 -4.09600 6.15103 0.52807  0.244
H47 -4.11862 5.73553 2.28528  0.246
H48 -5.38210 6.75781 1.58593  0.412
O6 6.25824 5.80304 -1.39030  -0.735
P1 4.90617 5.17984 -1.20032  1.044
O7 3.92263 6.35029 -1.79685  -0.347
C27 3.90908 6.58974 -3.20216  -0.370
C28 3.00449 5.60095 -3.91533  -0.939
O8 4.73267 5.50428 0.41185  -0.320
C29 5.86790 5.48586 1.28157  -0.295
C30 6.22654 6.89986 1.68541  -1.263
O9 3.61913 4.12430 -1.09788  -0.264
C31 3.63621 3.07372 -0.11992  -0.388
C32 2.54242 3.34186 0.88916  -0.529
H49 4.92486 6.55227 -3.60515  0.308
H50 3.53253 7.60324 -3.34719  0.323
H51 3.41054 4.58816 -3.85301  0.235
H52 2.89800 5.86441 -4.96916  0.413
H53 2.01619 5.58099 -3.45263  0.208
H54 6.71609 4.97953 0.81937  0.392
H55 5.59003 4.90839 2.16826  0.350
H56 6.44261 7.51506 0.81118  0.294
H57 7.09716 6.90954 2.34335  0.393
H58 5.38892 7.36940 2.20504  0.297
H59 4.61062 2.98749 0.36296  0.270
H60 3.43861 2.13303 -0.63937  0.384
H61 2.71271 4.28148 1.41445  0.351
H62 2.48313 2.53891 1.62568  0.449
H63 1.57852 3.43369 0.38967  -0.228
O10 4.15894 -8.32038 1.75155  -0.732
P2 5.41763 -7.59529 2.13597  1.158
O11 5.15824 -7.31207 3.72856  -0.318
C33 5.19924 -8.40834 4.64107  -0.328
C34 6.62773 -8.73963 5.03140  -0.991
O12 5.00170 -6.10402 1.54627  -0.374
C35 4.21389 -5.99133 0.36317  -0.504
C36 2.81455 -5.53884 0.72362  -0.988
O13 6.99181 -7.07463 2.27428  -0.343
C37 7.66011 -6.51335 1.13332  -0.205
C38 7.93486 -5.05100 1.40755  -1.129
H64 4.69788 -9.28045 4.21186  0.296
H65 4.63708 -8.10519 5.52551  0.312
H66 7.18504 -9.12588 4.17441  0.248
H67 6.64822 -9.49172 5.82186  0.404
H68 7.14900 -7.84652 5.37812  0.250
H69 4.19443 -6.92857 -0.19500  0.381
H70 4.69094 -5.24313 -0.27786  0.351
H71 2.33954 -6.23265 1.41719  0.263
H72 2.18745 -5.45260 -0.16576  0.397
H73 2.84685 -4.56838 1.22347  0.252
H74 7.07624 -6.64508 0.22071  0.258
H75 8.60306 -7.04824 1.00462  0.381
H76 7.00764 -4.49692 1.54965  0.254
H77 8.48878 -4.59793 0.58395  0.381
H78 8.51237 -4.93786 2.32680  0.329

***

Entry 2:
Density functional theory data (ωB97M-V with the def2-TZVPD basis set) for a cluster of 11 separate species, H22O11 in total.

Output
Electronic energy ... -840.781712 hartree
ΔE to the lowest compared entry with this formula, charge and spin ... 61.8 kcal/mol
Charge ... 0
HOMO energy ... -10.314 eV
SMILES ... O.O.O.O.O.O.O.O.O.O.O

Each line ends with the natural charge from an NBO analysis.
Geometry (Å):
O1 -5.13730 -1.28848 0.92560  -0.929
H1 -4.75554 -1.05692 1.78224  0.465
H2 -4.87947 -2.21919 0.92660  0.470
O2 -3.43791 0.80356 -0.69946  -0.949
H3 -2.51342 0.75154 -0.46389  0.462
H4 -3.87351 0.07024 -0.25506  0.481
O3 2.12147 -0.76380 -2.39045  -0.971
H5 2.63551 -1.41846 -1.93794  0.483
H6 2.37019 -0.60032 -3.29453  0.489
O4 -2.29017 -4.40194 -1.51712  -0.949
H7 -2.16713 -3.55348 -1.12767  0.485
H8 -1.81338 -5.08209 -1.05696  0.463
O5 0.08280 3.66972 1.85053  -0.940
H9 -0.22553 4.57385 1.73158  0.470
H10 -0.12449 3.46537 2.76252  0.471
O6 0.46031 1.55211 -1.52957  -0.953
H11 1.04127 2.21328 -1.27559  0.473
H12 0.65356 0.69837 -1.14401  0.479
O7 3.42375 0.23980 1.31204  -0.960
H13 3.14671 1.10878 1.61747  0.483
H14 2.77317 -0.37266 1.65212  0.472
O8 0.33678 -3.09376 -1.65358  -0.935
H15 0.65963 -3.62087 -0.92256  0.462
H16 0.35055 -2.17647 -1.36951  0.472
O9 1.59020 1.48759 3.34848  -0.978
H17 1.86210 2.34770 3.00312  0.500
H18 1.90176 1.33150 4.24119  0.477
O10 3.53975 3.27281 1.60309  -0.971
H19 4.29959 2.71986 1.77847  0.484
H20 3.67970 3.89827 0.89324  0.492
O11 -2.16526 -1.47092 -2.70565  -0.956
H21 -2.19857 -2.09149 -3.43052  0.483
H22 -1.34713 -0.99349 -2.65423  0.473

***

Entry 3:
Density functional theory data (ωB97M-V with the def2-TZVPD basis set) for a cluster of 2 separate species, C13H8N5O7S in total.

Output
Electronic energy ... -1698.429874 hartree
Charge ... -1
HOMO energy ... -2.196 eV

Each line ends with the natural charge from an NBO analysis.
Geometry (Å):
C1 -5.56127 -0.79899 1.18190  -0.247
O1 -5.20264 -2.20239 1.24563  -0.523
C2 -4.04590 -2.58491 1.83677  0.228
C3 -3.84413 -3.97836 2.04509  -0.267
C4 -2.79465 -4.43055 2.80150  -0.255
C5 -1.78138 -3.51431 3.24491  -0.191
S1 -0.25180 -3.86169 3.81082  -0.501
C6 -2.04317 -2.11703 3.08491  -0.245
C7 -3.08241 -1.66466 2.31667  -0.317
H1 -6.52566 -0.79160 0.66994  0.183
H2 -5.66792 -0.34903 2.18095  0.174
H3 -4.83190 -0.21561 0.60449  0.167
H4 -4.55968 -4.66013 1.58164  0.197
H5 -2.68548 -5.49173 3.02688  0.204
H6 -1.32490 -1.41463 3.50688  0.205
H7 -3.17667 -0.60306 2.09661  0.189
O2 6.03176 4.12850 -3.41038  -0.345
N1 5.34489 3.13263 -3.23235  0.416
C8 4.24005 2.77444 -2.47281  0.018
C9 3.97752 1.41830 -2.70380  0.087
N2 4.84117 0.90111 -3.62817  -0.054
O3 5.67007 1.94685 -3.93146  -0.142
C10 2.84516 0.78658 -2.09050  0.058
N3 2.56151 -0.62578 -2.45901  0.499
O4 3.37444 -1.50491 -2.12809  -0.316
O5 1.49252 -0.83020 -3.06356  -0.334
C11 2.00356 1.51510 -1.24743  -0.135
C12 2.31829 2.87109 -1.02428  -0.013
N4 1.64277 3.82154 -0.25631  0.420
O6 0.64611 3.79679 0.45028  -0.335
O7 2.38521 5.02640 -0.40895  -0.145
N5 3.46094 4.86845 -1.25025  -0.063
C13 3.41251 3.55006 -1.61408  0.101
H8 1.13105 1.10171 -0.76442  0.283